{
  "formula": "C19H17ClN3O2S",
  "method": "ωB97M-V with the def2-TZVPD basis set",
  "elements": ["C", "N", "C", "C", "C", "C", "C", "C", "C", "C", "N", "C", "N", "C", "C", "H", "H", "H", "H", "H", "H", "H", "H", "H", "H", "H", "Cl", "C", "S", "C", "C", "C", "C", "C", "C", "O", "O", "H", "H", "H", "H", "H", "H"],
  "xyz": [[-5.342, 2.007, 1.443], [-4.144, 2.610, 2.010], [-4.410, 3.890, 2.651], [-2.869, 2.148, 1.674], [-1.870, 2.988, 1.128], [-0.644, 2.479, 0.682], [-0.228, 1.179, 1.019], [1.187, 0.538, 0.762], [2.261, 1.543, 0.846], [3.595, 1.089, 0.760], [4.696, 0.653, 0.723], [2.119, 2.879, 1.218], [2.163, 3.991, 1.582], [-1.172, 0.370, 1.693], [-2.483, 0.801, 1.967], [-5.077, 1.108, 0.853], [-6.042, 1.767, 2.267], [-5.808, 2.783, 0.798], [-3.495, 4.252, 3.132], [-4.735, 4.637, 1.906], [-5.182, 3.757, 3.425], [-2.121, 4.049, 1.009], [-0.008, 3.134, 0.063], [1.246, -0.274, 1.496], [-0.862, -0.637, 2.000], [-3.205, 0.158, 2.487], [1.514, 0.431, -1.907], [1.931, -0.569, -0.555], [1.343, -2.309, -0.779], [2.261, -3.295, -2.046], [1.865, -3.147, -3.386], [2.521, -3.876, -4.384], [3.546, -4.762, -4.032], [3.932, -4.939, -2.695], [3.283, -4.203, -1.693], [1.617, -2.928, 0.507], [-0.029, -2.068, -1.116], [3.027, -0.709, -0.562], [1.046, -2.467, -3.640], [2.221, -3.737, -5.434], [4.040, -5.349, -4.808], [4.739, -5.638, -2.423], [3.573, -4.338, -0.642]],
  "nbo_charge": [-0.3960, -0.4672, -0.4004, 0.1785, -0.2634, -0.1608, -0.0874, -0.0728, -0.5730, 0.3277, -0.4827, 0.3241, -0.4775, -0.1070, -0.2845, 0.2190, 0.1782, 0.1711, 0.2169, 0.1684, 0.1860, 0.2068, 0.2407, 0.1871, 0.2080, 0.2077, -0.0394, -0.5062, 2.0957, -0.2089, -0.2125, -0.2239, -0.1960, -0.2239, -0.2111, -0.9625, -0.9472, 0.2466, 0.2477, 0.2172, 0.2095, 0.2185, 0.2487],
  "e_tot_ha": -1907.2623,
  "charge": -1,
  "orbital_gap_ev": 6.18,
  "max_force_ev_per_a": 2.7
}

=====

{
  "formula": "C2H5IO3",
  "method": "ωB97M-V with the def2-TZVPD basis set",
  "elements": ["C", "C", "O", "O", "O", "I", "H", "H", "H", "H", "H"],
  "xyz": [[-1.001, -0.087, -0.898], [-0.488, -0.603, 0.397], [2.002, 0.262, 0.182], [1.324, -0.923, -0.139], [-0.397, 0.277, 1.357], [0.105, 2.250, 1.147], [-0.715, 0.977, -1.050], [-2.112, 0.090, -1.037], [-0.465, -0.679, -1.700], [-0.767, -1.704, 0.749], [2.514, 0.140, 0.991]],
  "nbo_charge": [-0.7257, 0.3931, -0.4889, -0.4007, -0.6614, 0.4710, 0.2324, 0.2374, 0.2615, 0.2267, 0.4545],
  "e_above_lowest_kj_mol": 480.4,
  "e_tot_ha": -602.4072,
  "charge": 0,
  "orbital_gap_ev": 7.28,
  "max_force_ev_per_a": 2.7
}

=====

{
  "formula": "C29H41N5OS3Y",
  "method": "ωB97M-V with the def2-TZVPD basis set",
  "elements": ["Y", "C", "N", "C", "C", "C", "C", "C", "C", "C", "N", "C", "C", "C", "C", "C", "C", "N", "C", "C", "H", "H", "H", "H", "H", "H", "H", "H", "H", "H", "H", "H", "H", "H", "H", "H", "H", "H", "H", "H", "S", "C", "N", "C", "C", "C", "C", "C", "C", "S", "H", "H", "H", "H", "N", "H", "H", "H", "C", "C", "C", "S", "O", "C", "C", "C", "H", "H", "H", "H", "H", "H", "H", "H", "H", "H", "H", "H", "H", "H"],
  "xyz": [[0.471, 0.689, 0.136], [-1.491, -1.448, -1.961], [-1.555, -0.778, -0.660], [-2.786, 0.045, -0.642], [-1.577, -1.681, 0.477], [-1.862, -3.034, 0.367], [-1.891, -3.837, 1.499], [-1.640, -3.282, 2.745], [-1.348, -1.932, 2.862], [-1.311, -1.109, 1.735], [-0.903, 0.232, 1.764], [-1.412, 1.144, 2.668], [-2.544, 0.945, 3.468], [-3.009, 1.950, 4.300], [-2.368, 3.177, 4.363], [-1.257, 3.397, 3.563], [-0.786, 2.406, 2.719], [0.378, 2.629, 1.855], [1.590, 2.716, 2.696], [0.268, 3.908, 1.115], [-2.438, -1.936, -2.214], [-0.711, -2.205, -1.963], [-1.272, -0.708, -2.730], [-3.668, -0.599, -0.718], [-2.772, 0.730, -1.488], [-2.839, 0.611, 0.285], [-2.083, -3.471, -0.598], [-2.120, -4.890, 1.406], [-1.664, -3.904, 3.630], [-1.130, -1.500, 3.831], [-3.065, -0.002, 3.427], [-3.888, 1.768, 4.905], [-2.733, 3.956, 5.018], [-0.757, 4.358, 3.599], [1.543, 3.592, 3.350], [2.473, 2.814, 2.062], [1.673, 1.836, 3.329], [0.375, 4.765, 1.786], [-0.697, 3.971, 0.621], [1.060, 3.961, 0.367], [2.157, 1.734, -1.888], [0.614, 2.436, -2.225], [-0.420, 2.345, -1.412], [-1.489, 3.125, -1.851], [-2.675, 3.354, -1.155], [-3.632, 4.171, -1.726], [-3.418, 4.766, -2.972], [-2.235, 4.571, -3.657], [-1.268, 3.754, -3.082], [0.333, 3.385, -3.649], [-2.835, 2.909, -0.181], [-4.557, 4.359, -1.199], [-4.183, 5.399, -3.399], [-2.065, 5.052, -4.612], [2.396, 0.014, 1.614], [2.690, -0.861, 1.193], [2.076, -0.188, 2.556], [3.210, 0.614, 1.693], [1.765, -5.961, -2.638], [1.794, -4.465, -2.919], [1.812, -3.666, -1.622], [1.843, -1.893, -1.941], [1.529, -1.278, -0.575], [3.600, -1.590, -2.271], [4.460, -1.255, -1.060], [4.660, -2.380, -0.054], [1.729, -6.532, -3.564], [0.890, -6.230, -2.044], [2.652, -6.275, -2.085], [0.922, -4.172, -3.510], [2.670, -4.219, -3.526], [2.643, -3.942, -0.976], [0.885, -3.802, -1.057], [3.605, -0.756, -2.973], [3.957, -2.479, -2.799], [4.041, -0.366, -0.582], [5.430, -0.946, -1.456], [3.731, -2.657, 0.445], [5.374, -2.082, 0.714], [5.057, -3.279, -0.530]],
  "mulliken_charge": [0.3376, -1.6317, 1.6422, -1.3868, 0.9343, -0.4501, -0.8921, -0.8097, -0.5471, -1.0298, 1.1672, -0.0166, -0.6624, -0.9232, -1.0466, -0.4771, 0.0417, 1.6024, -1.4710, -1.4287, 0.3862, 0.5568, 0.1393, 0.4103, 0.6086, 0.0350, 0.4881, 0.4637, 0.4372, 0.6080, 0.4937, 0.4234, 0.4163, 0.3615, 0.4154, 0.2981, 0.3695, 0.4580, 0.4378, 0.3518, -0.5839, 0.2891, 0.6982, -1.2156, 0.2811, -0.9489, -0.6444, -0.4636, 0.7128, -0.2441, 0.4601, 0.4422, 0.4043, 0.4171, -0.6509, 0.0257, 0.2465, 0.3126, -1.3655, -0.1659, -0.6378, 0.2544, -0.3236, -0.8630, 0.0355, -1.3091, 0.3970, 0.3330, 0.3393, 0.2942, 0.2730, 0.5501, 0.2308, 0.4636, 0.4680, -0.1278, 0.5382, 0.2178, 0.3732, 0.3748],
  "e_above_lowest_kj_mol": 29.5,
  "e_tot_ha": -2711.5760,
  "charge": 1,
  "orbital_gap_ev": 7.66,
  "max_force_ev_per_a": 0.6
}

=====

{
  "formula": "C18H30N4O2",
  "method": "ωB97M-V with the def2-TZVPD basis set",
  "elements": ["C", "C", "C", "C", "N", "H", "C", "C", "O", "N", "C", "C", "C", "C", "C", "C", "H", "H", "N", "C", "O", "C", "N", "H", "C", "C", "C", "C", "H", "H", "H", "H", "H", "H", "H", "H", "H", "H", "H", "H", "H", "H", "H", "H", "H", "H", "H", "H", "H", "H", "H", "H", "H", "H"],
  "xyz": [[-5.069, -2.480, -1.817], [-4.118, -1.631, -0.982], [-4.425, -1.693, 0.516], [-5.709, -0.980, 0.962], [-5.524, 0.444, 1.228], [-6.233, 0.742, 1.887], [-5.551, 1.313, 0.061], [-4.147, 1.639, -0.467], [-3.970, 2.071, -1.586], [-3.200, 1.425, 0.474], [-1.815, 1.552, 0.393], [-1.057, 1.166, 1.499], [0.317, 1.270, 1.474], [0.968, 1.761, 0.343], [0.212, 2.145, -0.761], [-1.165, 2.042, -0.736], [-1.747, 2.338, -1.593], [0.710, 2.524, -1.637], [2.360, 1.847, 0.377], [3.228, 2.233, -0.589], [2.941, 2.617, -1.701], [4.679, 2.166, -0.100], [4.840, 1.164, 0.941], [5.694, 1.335, 1.463], [4.844, -0.212, 0.457], [6.147, -0.646, -0.224], [6.068, -2.050, -0.823], [5.934, -3.147, 0.227], [4.989, -3.069, 0.759], [5.975, -4.125, -0.246], [6.745, -3.083, 0.951], [6.975, -2.229, -1.405], [5.220, -2.099, -1.510], [6.963, -0.606, 0.503], [6.380, 0.058, -1.026], [4.010, -0.323, -0.241], [4.654, -0.850, 1.325], [4.918, 3.148, 0.320], [5.320, 2.018, -0.981], [2.814, 1.527, 1.227], [0.896, 0.968, 2.335], [-1.553, 0.785, 2.380], [-3.580, 1.031, 1.333], [-6.139, 0.899, -0.770], [-5.999, 2.275, 0.328], [-6.034, -1.432, 1.903], [-6.502, -1.151, 0.219], [-4.513, -2.745, 0.798], [-3.587, -1.274, 1.075], [-4.145, -0.602, -1.337], [-3.100, -1.997, -1.132], [-5.045, -3.518, -1.490], [-4.781, -2.443, -2.865], [-6.093, -2.122, -1.739]],
  "nbo_charge": [-0.6055, -0.4004, -0.4086, -0.2178, -0.6482, 0.3734, -0.3231, 0.6681, -0.6197, -0.6213, 0.1195, -0.2225, -0.2352, 0.1334, -0.2338, -0.1835, 0.2482, 0.2536, -0.6144, 0.6668, -0.6113, -0.3184, -0.6424, 0.3669, -0.2253, -0.4125, -0.3907, -0.6078, 0.2003, 0.2124, 0.1998, 0.2031, 0.1983, 0.1902, 0.2034, 0.1956, 0.1944, 0.2237, 0.1983, 0.4242, 0.2075, 0.2065, 0.4276, 0.2041, 0.2248, 0.2001, 0.1690, 0.2024, 0.2063, 0.2044, 0.2070, 0.1986, 0.2147, 0.1958],
  "e_above_lowest_kj_mol": 26.8,
  "e_tot_ha": -1073.4305,
  "smiles": "CCCCNCC(=O)Nc1ccc(NC(=O)CNCCCC)cc1",
  "charge": 0,
  "orbital_gap_ev": 8.52,
  "max_force_ev_per_a": 0.6
}

=====

{
  "formula": "C5H13N",
  "method": "ωB97M-V with the def2-TZVPD basis set",
  "elements": ["C", "C", "C", "C", "C", "N", "H", "H", "H", "H", "H", "H", "H", "H", "H", "H", "H", "H", "H"],
  "xyz": [[2.370, -0.028, -0.344], [1.020, 0.086, 0.429], [-0.037, 0.739, -0.482], [-1.493, 0.681, 0.017], [-2.394, -0.466, -0.261], [0.424, -0.957, 1.379], [2.125, -0.627, -1.285], [2.668, 0.924, -0.680], [3.140, -0.528, 0.245], [1.234, 0.860, 1.126], [0.153, 1.820, -0.388], [0.086, 0.483, -1.565], [-1.131, 0.568, 1.087], [-2.025, 1.650, -0.063], [-3.352, -0.451, 0.283], [-2.622, -0.514, -1.343], [-1.831, -1.426, 0.010], [1.043, -1.694, 1.707], [0.623, -1.120, 0.128]],
  "nbo_charge": [-0.5996, -0.2424, -0.4042, -0.4209, -0.6138, -0.7967, 0.1914, 0.2241, 0.2187, 0.1995, 0.2263, 0.1907, 0.2299, 0.2008, 0.2151, 0.1923, 0.2181, 0.3569, 0.4138],
  "e_above_lowest_kj_mol": 433.0,
  "e_tot_ha": -252.8982,
  "charge": 0,
  "orbital_gap_ev": 10.19,
  "max_force_ev_per_a": 5.6
}

=====

{
  "formula": "C28H65CaO20Sr",
  "method": "ωB97M-V with the def2-TZVPD basis set",
  "elements": ["Sr", "Ca", "C", "O", "O", "O", "C", "O", "O", "O", "C", "O", "O", "O", "O", "C", "O", "O", "H", "C", "C", "C", "O", "H", "H", "H", "H", "H", "H", "H", "H", "C", "C", "C", "O", "H", "H", "H", "H", "H", "H", "H", "H", "C", "C", "C", "O", "H", "H", "H", "H", "H", "H", "H", "H", "C", "C", "C", "O", "H", "H", "H", "H", "H", "H", "H", "H", "C", "C", "C", "O", "H", "H", "H", "H", "H", "H", "H", "H", "C", "C", "C", "O", "H", "H", "H", "H", "H", "H", "H", "H", "C", "C", "C", "O", "H", "H", "H", "H", "H", "H", "H", "H", "C", "C", "C", "O", "H", "H", "H", "H", "H", "H", "H", "H"],
  "xyz": [[-0.418, -2.077, -2.494], [2.852, -2.600, -0.984], [4.794, -4.294, -2.049], [5.100, -3.145, -2.052], [3.938, -4.679, -1.255], [4.380, -4.552, -3.142], [2.022, -1.803, -4.289], [2.666, -2.258, -5.206], [0.890, -1.292, -4.542], [2.371, -1.939, -3.160], [0.387, -4.892, -1.153], [1.205, -4.019, -1.481], [-0.783, -4.604, -1.243], [0.595, -5.955, -1.720], [0.320, 0.493, 0.796], [0.370, -0.134, -0.389], [1.133, -1.138, -0.555], [-0.500, 0.122, -1.239], [-0.425, 1.068, 0.608], [-0.427, 3.881, -1.459], [-0.315, 3.265, -2.805], [1.158, 2.734, -3.179], [-1.232, 2.196, -2.980], [0.210, 4.763, -1.388], [-0.085, 3.185, -0.693], [-1.476, 4.053, -1.219], [-0.569, 3.985, -3.583], [1.836, 3.480, -3.593], [1.113, 1.865, -3.836], [1.610, 2.386, -2.250], [-1.034, 1.550, -2.298], [-4.621, 3.114, -0.867], [-4.712, 1.862, -1.787], [-6.238, 1.448, -1.942], [-4.148, 2.066, -3.053], [-5.524, 3.717, -0.964], [-3.714, 3.578, -1.253], [-4.454, 2.753, 0.148], [-4.195, 1.020, -1.326], [-6.671, 0.898, -1.106], [-6.349, 0.808, -2.817], [-6.800, 2.344, -2.205], [-3.213, 1.993, -2.848], [-4.582, -2.917, -0.758], [-3.449, -2.237, 0.014], [-3.366, -2.817, 1.477], [-2.349, -2.599, -0.703], [-4.673, -2.807, -1.838], [-5.561, -2.775, -0.298], [-4.440, -3.997, -0.710], [-3.601, -1.158, 0.014], [-3.197, -3.893, 1.513], [-4.192, -2.613, 2.159], [-2.471, -2.305, 1.830], [-2.251, -3.553, -0.664], [1.894, 3.789, 5.863], [2.802, 3.065, 4.840], [4.211, 3.538, 4.630], [2.849, 1.741, 5.150], [1.822, 4.858, 5.663], [2.268, 3.611, 6.871], [0.878, 3.396, 5.822], [2.342, 3.234, 3.866], [4.660, 3.365, 5.608], [4.213, 4.598, 4.373], [4.707, 2.998, 3.824], [2.035, 1.409, 4.765], [-0.556, 0.347, 5.742], [-0.677, 0.180, 4.249], [-2.101, 0.527, 3.794], [0.315, 0.947, 3.607], [0.480, 0.249, 6.067], [-1.178, -0.266, 6.395], [-0.840, 1.319, 6.145], [-0.551, -0.886, 4.065], [-2.250, 1.588, 3.997], [-2.913, -0.081, 4.192], [-2.128, 0.406, 2.711], [0.256, 0.825, 2.656], [4.003, 1.511, 0.432], [4.164, 0.714, -0.850], [5.422, 1.094, -1.588], [4.264, -0.650, -0.541], [3.513, 2.474, 0.288], [5.031, 1.570, 0.790], [3.482, 0.932, 1.195], [3.319, 0.971, -1.489], [5.515, 2.179, -1.614], [5.234, 0.827, -2.628], [6.268, 0.553, -1.164], [4.892, -0.645, 0.185], [-4.533, -1.525, -5.127], [-3.007, -1.143, -5.006], [-2.567, 0.032, -5.890], [-2.540, -0.914, -3.671], [-4.810, -2.030, -4.201], [-4.619, -2.273, -5.915], [-5.255, -0.712, -5.202], [-2.601, -2.082, -5.383], [-2.603, -0.278, -6.934], [-1.538, 0.313, -5.667], [-3.285, 0.852, -5.866], [-3.291, -0.388, -3.387], [2.108, -2.874, 3.656], [2.751, -2.083, 2.568], [4.015, -1.472, 3.215], [3.142, -2.988, 1.493], [1.301, -3.567, 3.414], [1.757, -2.243, 4.472], [2.760, -3.613, 4.121], [2.028, -1.338, 2.233], [4.861, -2.120, 3.444], [3.599, -0.861, 4.016], [4.544, -0.665, 2.707], [3.219, -3.889, 1.814]],
  "mulliken_charge": [0.9151, 1.8014, 0.7834, -0.5950, -0.7273, -0.4990, 0.0746, -0.8225, -0.9411, -0.4337, 0.0962, -0.5847, -0.9307, -0.7929, -0.0337, -1.1768, 0.2293, 0.0446, -0.0395, -1.3075, 0.5374, -0.8325, -0.4660, 0.4768, 0.0466, 0.2085, 0.3431, 0.5309, 0.2428, -0.1070, 0.1665, -1.2792, 2.3152, -1.7531, -0.5924, 0.4048, 0.0189, 0.3635, -0.7038, 0.3576, 0.3022, 0.4609, 0.2204, -1.5377, 0.6901, -1.4039, 0.5306, 0.1151, 0.3789, 0.4443, 0.0443, 0.3630, 0.4212, 0.1560, 0.1162, -1.6299, 1.3497, -1.6254, -0.4804, 0.4682, 0.3030, 0.2188, 0.1883, 0.3547, 0.4673, 0.1545, 0.0482, -2.1167, 1.6206, -1.8110, 0.0201, 0.2005, 0.5579, 0.4067, 0.0913, 0.5612, 0.3749, 0.0329, 0.2724, -1.2442, 1.2445, -1.6805, -0.1865, 0.2405, 0.5350, -0.0617, -0.2136, 0.4622, 0.3652, 0.3593, 0.1025, -1.3801, 0.5953, -1.3570, 0.6731, 0.2685, 0.3689, 0.3189, 0.4048, 0.4254, 0.2189, 0.3037, -0.4003, -1.8677, 2.2595, -1.4902, -0.4270, 0.4408, 0.2913, 0.5014, -0.7956, 0.2903, 0.3832, 0.2157, 0.1667],
  "e_tot_ha": -3318.8618,
  "charge": -3,
  "orbital_gap_ev": 1.24,
  "max_force_ev_per_a": 12.5
}